(1)
Molecular formula: C4H11NO2
Method: DFT, wB97M-V/def2-TZVPD

Properties
E	-9910.1132	eV
energy relative to the best compared isomer or geometry (same formula, charge and spin)	49.1	kcal/mol
max |F|	0.22347	Eh/bohr
structure (SMILES)	CC(=O)O.CCN
orbital gap	10.25	eV

```
! RIJCOSX wB97M-V def2-TZVPD def2/J DEFGRID3
* xyz 0 1
C 0.3853 3.0051 0.9036
C -0.4525 1.7772 0.4272
O -1.4144 1.2660 0.9603
O 0.0604 1.3460 -0.7094
H 1.4248 2.6384 1.0486
H -0.0910 3.7741 1.5305
H 0.6555 3.7117 0.0640
C -0.3731 -2.3250 -0.3025
C 1.1436 -1.7565 -0.5222
N -1.3597 -1.2135 -0.3815
H -0.4885 -3.1266 -1.0822
H -0.3797 -2.7492 0.7538
H 2.0018 -2.5274 -0.7611
H 1.5807 -1.2312 0.3523
H -2.3325 -1.5111 -0.1847
H -1.1998 -0.5443 0.3824
H -0.2006 0.6351 -1.0504
H 1.0398 -1.1686 -1.4287
*
```

These are the Mulliken partial charges, in e, on atoms 1 to 4: -1.002 0.803 -0.626 -0.393

***

(2)
Molecular formula: C4H11NO2
Method: DFT, wB97M-V/def2-TZVPD

Properties
E	-9911.7638	eV
energy relative to the best compared isomer or geometry (same formula, charge and spin)	11.0	kcal/mol
max |F|	0.01985	Eh/bohr
structure (SMILES)	CCC(=O)NC.O
orbital gap	10.16	eV

```
! RIJCOSX wB97M-V def2-TZVPD def2/J DEFGRID3
* xyz 0 1
C 0.8117 0.7465 1.1484
C 0.3388 0.9864 -0.2836
C 0.2949 -0.4603 1.8932
N -0.2838 -1.4729 1.1813
C -0.5879 -2.7173 1.9039
O 0.3157 -0.4885 3.1108
H 1.9007 0.6354 1.1063
H 0.5523 1.5873 1.7881
H -0.7168 1.2515 -0.3152
H 0.4455 0.0854 -0.8919
H 0.8828 1.7956 -0.7717
H -0.0300 -1.5135 0.2036
H -1.4493 -2.5568 2.5400
H -0.8378 -3.4658 1.1720
H 0.2974 -3.0171 2.4623
H -0.5003 3.6515 -5.4600
H -0.4760 2.1315 -5.1595
O -0.9578 2.8213 -5.6279
*
```

These are the Mulliken partial charges, in e, on atoms 1 to 4: -0.109 -1.205 0.410 -0.170